Record 1
Here is a molecular structure, C39H64Cl2O33 from the Open Molecules 2025 dataset. Energies are from wB97M-V/def2-TZVPD.

Positions of all 138 atoms, in Å:
Cl (-0.3038, -15.7804, -11.8537)
C (-0.5918, -16.3523, -10.1355)
C (0.7232, -16.8941, -9.6131)
Cl (1.9061, -15.6311, -9.3867)
H (-1.2773, -17.1959, -10.0549)
H (-0.9224, -15.4739, -9.5813)
H (1.2266, -17.5227, -10.3477)
H (0.4600, -17.4198, -8.6953)
C (1.3710, -12.4264, -9.7763)
C (1.3888, -11.0008, -10.5401)
O (2.6457, -11.1830, -11.1330)
C (3.0573, -12.4069, -11.2307)
O (4.1256, -12.7846, -11.7850)
O (2.1611, -13.1752, -10.6117)
H (0.4153, -12.8885, -9.5288)
H (1.9323, -12.3479, -8.8452)
H (1.3863, -10.2297, -9.7698)
H (0.5540, -10.8022, -11.2122)
C (-4.7621, -13.3225, -10.6162)
C (-6.1501, -13.5506, -11.0808)
O (-6.6217, -14.5086, -10.1318)
C (-5.5596, -15.0127, -9.4584)
O (-5.7109, -15.8799, -8.5796)
O (-4.4798, -14.3496, -9.7562)
H (-4.7218, -12.3159, -10.2001)
H (-4.2480, -13.2455, -11.5743)
H (-6.1795, -13.9088, -12.1098)
H (-6.7959, -12.6727, -11.0617)
C (-3.1331, -12.1373, -14.7757)
C (-4.0911, -10.9702, -15.1960)
O (-3.1663, -10.0922, -15.8724)
C (-1.9413, -10.3324, -15.6396)
O (-1.0741, -9.7936, -16.3038)
O (-1.8672, -11.5906, -14.8631)
H (-3.2535, -13.0275, -15.3931)
H (-3.4183, -12.3580, -13.7470)
H (-4.4355, -10.4664, -14.2929)
H (-4.8736, -11.2450, -15.9033)
C (-5.7210, -10.0880, -11.8061)
C (-5.2006, -8.9862, -10.7937)
O (-3.9088, -8.7648, -11.1985)
C (-3.5265, -9.7827, -12.0470)
O (-2.4349, -9.9777, -12.5227)
O (-4.5295, -10.6260, -12.2136)
H (-6.4812, -9.7621, -12.5160)
H (-5.9997, -10.9620, -11.2175)
H (-5.1309, -9.2461, -9.7375)
H (-5.8020, -8.0788, -10.8491)
C (2.5302, -10.9260, -15.0266)
C (1.6849, -11.0248, -13.9073)
O (1.4604, -12.3777, -13.7391)
C (2.3869, -13.0531, -14.4955)
O (2.6156, -14.3033, -14.4723)
O (2.9703, -12.2610, -15.2276)
H (3.4851, -10.4267, -14.8622)
H (2.0948, -10.6128, -15.9755)
H (0.7455, -10.5054, -14.0969)
H (2.0186, -10.6001, -12.9605)
C (-1.6778, -10.7814, -6.0204)
C (-0.1634, -10.7882, -5.7571)
O (0.3740, -11.4348, -6.9059)
C (-0.6404, -12.0500, -7.5321)
O (-0.4698, -12.6944, -8.6286)
O (-1.8004, -11.6256, -7.1164)
H (-2.0193, -9.8536, -6.4794)
H (-2.3239, -11.0036, -5.1711)
H (0.2474, -11.3772, -4.9371)
H (0.2351, -9.7816, -5.6302)
C (-3.5526, -7.3105, -7.6406)
C (-3.3872, -8.5410, -8.5958)
O (-2.2425, -8.3161, -9.2028)
C (-1.8760, -7.1083, -9.2056)
O (-0.9541, -6.6115, -9.7087)
O (-2.6776, -6.3982, -8.3351)
H (-3.0121, -7.5706, -6.7305)
H (-4.6120, -7.0540, -7.6467)
H (-4.2689, -8.7366, -9.2060)
H (-3.2084, -9.4029, -7.9529)
C (-0.4180, -13.7988, -13.0199)
C (-0.8648, -12.4440, -12.5636)
O (-1.9150, -12.5531, -11.5696)
C (-1.8851, -11.7491, -10.4877)
O (-0.9712, -11.0392, -10.0950)
O (-3.0706, -11.7165, -10.0438)
C (-3.4852, -10.9216, -8.9412)
H (-1.3428, -14.2771, -13.3425)
H (0.1038, -14.3233, -12.2195)
H (0.1421, -13.6764, -13.9469)
H (-1.1649, -11.8682, -13.4391)
H (-0.0460, -11.8425, -12.1688)
H (-4.5636, -10.9716, -8.7905)
H (-3.2072, -9.9179, -9.2626)
H (-2.9068, -11.2074, -8.0626)
C (-7.9362, -7.6478, -6.5939)
C (-6.7034, -8.3661, -7.1418)
O (-7.0252, -9.7727, -7.3545)
C (-6.1500, -10.6473, -7.8348)
O (-5.2889, -10.2936, -8.6958)
O (-6.4923, -11.8505, -7.4527)
C (-5.8337, -12.9793, -7.9677)
H (-8.2210, -7.9499, -5.5861)
H (-8.8277, -7.9996, -7.1132)
H (-7.9032, -6.5611, -6.6724)
H (-5.8079, -8.2895, -6.5252)
H (-6.4424, -8.1311, -8.1736)
H (-6.2502, -13.9160, -7.5971)
H (-4.7526, -13.0947, -7.8897)
H (-5.9233, -13.0368, -9.0525)
C (-1.1241, -8.8581, -11.4757)
C (-0.0670, -7.7876, -11.2114)
O (1.1834, -8.3653, -10.9426)
C (1.9583, -8.7619, -11.9650)
O (1.7367, -8.5977, -13.1152)
O (3.1511, -9.3291, -11.4828)
C (4.2691, -9.6654, -12.2773)
H (-0.6986, -9.6923, -12.0336)
H (-1.8143, -8.4088, -12.1897)
H (-1.5971, -9.1916, -10.5520)
H (-0.4959, -7.1242, -10.4603)
H (0.0321, -7.1284, -12.0738)
H (4.0068, -10.0501, -13.2628)
H (4.8435, -10.4662, -11.8116)
H (4.9389, -8.8221, -12.4462)
C (1.8100, -16.7458, -15.4043)
C (0.9363, -15.5610, -15.0579)
O (-0.3946, -15.9284, -15.1447)
C (-1.4006, -15.1339, -14.9235)
O (-1.3991, -14.0058, -14.9718)
O (-2.5487, -15.8998, -14.6923)
C (-3.8644, -15.3271, -14.2949)
H (2.8313, -16.7901, -15.0259)
H (1.8750, -16.7225, -16.4921)
H (1.3627, -17.6807, -15.0665)
H (1.2820, -14.6484, -15.5436)
H (1.2715, -15.2002, -14.0856)
H (-4.0006, -15.3106, -13.2135)
H (-4.7691, -15.7442, -14.7371)
H (-4.0392, -14.2947, -14.5977)

The net charge is 0.

Löwdin atomic charge list, values in e, 99 entries:
1 Cl 0.86
2 C -0.50
3 C -0.68
4 Cl 0.69
5 H 0.08
6 H 0.06
7 H 0.06
8 H 0.07
9 C -0.12
10 C -0.06
11 O -0.03
12 C -0.53
13 O 0.09
14 O -0.03
15 H 0.00
16 H 0.14
17 H 0.14
18 H 0.08
19 C -0.21
20 C -0.11
21 O 0.05
22 C -0.58
23 O 0.12
24 O 0.13
25 H 0.10
26 H 0.14
27 H 0.14
28 H 0.12
29 C -0.17
30 C -0.03
31 O 0.09
32 C -0.47
33 O 0.15
34 O -0.04
35 H 0.11
36 H 0.11
37 H 0.10
38 H 0.14
39 C -0.06
40 C -0.11
41 O 0.07
42 C -0.46
43 O 0.09
44 O 0.04
45 H 0.15
46 H 0.10
47 H 0.03
48 H 0.15
49 C -0.07
50 C -0.18
51 O 0.03
52 C -0.52
53 O 0.02
54 O 0.17
55 H 0.13
56 H 0.15
57 H 0.14
58 H 0.10
59 C -0.08
60 C -0.07
61 O 0.10
62 C -0.41
63 O 0.05
64 O 0.03
65 H 0.12
66 H 0.15
67 H 0.14
68 H 0.14
69 C -0.03
70 C -0.26
71 O 0.12
72 C -0.47
73 O 0.33
74 O 0.09
75 H 0.13
76 H 0.11
77 H 0.07
78 H 0.10
79 C -0.24
80 C -0.14
81 O 0.08
82 C -0.57
83 O 0.06
84 O -0.01
85 C -0.05
86 H 0.05
87 H -0.10
88 H 0.08
89 H 0.08
90 H 0.09
91 H -0.17
92 H 0.06
93 H 0.09
94 C -0.03
95 C -0.16
96 O 0.06
97 C -0.37
98 O 0.05
99 O 0.13

***

Record 2
Here is 10 unconnected molecules or ions with the total composition C39H64F3N7O7 from the Open Molecules 2025 dataset. Energies are from wB97M-V/def2-TZVPD.

Positions of all 120 atoms, in Å:
F (3.1796, 1.4289, -2.1035)
C (2.3397, 1.4659, -3.1706)
C (1.9308, 0.3143, -3.7410)
C (0.9649, 0.4203, -4.7701)
C (0.4743, 1.6770, -5.1506)
C (0.9482, 2.8077, -4.5332)
C (1.8648, 2.7114, -3.5215)
H (2.2873, -0.6183, -3.3673)
H (0.5616, -0.4643, -5.2487)
H (-0.2955, 1.7674, -5.9087)
H (0.4989, 3.7694, -4.7843)
H (2.2322, 3.5705, -2.9952)
F (4.4998, 1.8550, 0.8558)
C (4.3270, 3.1416, 1.3404)
C (3.1205, 3.5505, 1.9399)
C (3.0350, 4.8415, 2.3989)
C (4.0739, 5.7213, 2.2218)
C (5.2683, 5.3328, 1.6328)
C (5.4126, 3.9863, 1.2704)
H (2.3118, 2.8382, 1.9912)
H (2.1341, 5.1784, 2.8765)
H (3.9377, 6.7465, 2.5366)
H (6.0661, 6.0451, 1.5572)
H (6.3099, 3.5286, 0.9072)
F (-2.0328, -1.4773, -1.0023)
C (-1.0387, -1.0508, -0.1975)
C (-1.0921, -1.4004, 1.1398)
C (-0.0781, -1.0107, 2.0053)
C (0.9284, -0.2303, 1.5239)
C (0.9797, 0.1170, 0.1619)
C (0.0386, -0.3816, -0.7386)
H (-1.8845, -2.0764, 1.4099)
H (-0.0607, -1.3447, 3.0547)
H (1.6916, 0.1027, 2.2345)
H (1.7713, 0.7380, -0.2305)
H (0.2564, -0.1480, -1.7596)
C (-2.9005, 0.3964, -3.9053)
N (-3.5562, 1.6655, -3.7217)
C (-4.7180, 1.6151, -2.8778)
C (-3.1434, 2.8369, -4.3152)
O (-3.7129, 3.9246, -4.1692)
H (-2.8697, -0.1695, -2.9741)
H (-1.8715, 0.4646, -4.2660)
H (-3.4033, -0.2316, -4.6465)
H (-4.3980, 1.2267, -1.9119)
H (-5.1708, 2.5985, -2.7409)
H (-5.4768, 0.9227, -3.2708)
H (-2.2942, 2.6778, -5.0006)
C (3.9127, 1.4766, 4.8156)
N (2.6080, 0.7768, 4.9644)
C (1.3762, 1.5514, 4.6927)
C (2.4977, -0.5683, 5.2288)
O (1.4789, -1.2018, 5.2832)
H (4.1989, 1.7339, 3.7993)
H (4.6107, 0.7354, 5.2184)
H (3.9524, 2.3437, 5.4728)
H (0.5297, 0.9865, 5.0827)
H (1.3743, 2.4123, 5.3384)
H (1.0477, 1.8463, 3.7008)
H (3.4691, -1.0815, 5.3441)
C (-2.5040, -6.5011, -1.2589)
N (-3.1657, -5.6523, -2.2184)
C (-3.6513, -6.3389, -3.4457)
C (-3.4505, -4.3557, -1.9850)
O (-4.0696, -3.6771, -2.8074)
H (-2.1290, -5.8379, -0.4841)
H (-1.6572, -7.0059, -1.7182)
H (-3.1937, -7.2160, -0.7781)
H (-4.3310, -5.6161, -3.8950)
H (-2.8861, -6.6397, -4.1445)
H (-4.2077, -7.1839, -3.0452)
H (-3.0166, -3.9973, -1.0600)
C (-2.6102, 3.4087, -0.3671)
N (-1.8743, 3.7398, 0.8440)
C (-2.3597, 4.7912, 1.7189)
C (-0.8463, 2.9625, 1.2430)
O (-0.2367, 3.0841, 2.2804)
H (-3.6802, 3.2724, -0.1273)
H (-2.2684, 2.4258, -0.7974)
H (-2.5611, 4.1445, -1.1775)
H (-1.7951, 4.8115, 2.6435)
H (-2.1776, 5.7605, 1.2606)
H (-3.4287, 4.7095, 1.9348)
H (-0.6284, 2.1521, 0.5299)
C (4.8263, -1.0278, 2.2354)
N (4.7090, -2.0597, 1.2570)
C (3.9534, -1.8149, 0.0497)
C (5.2169, -3.2821, 1.4375)
O (5.0857, -4.2401, 0.6586)
H (5.4572, -1.3928, 3.0645)
H (3.8381, -0.9352, 2.6863)
H (5.1583, -0.0761, 1.8361)
H (4.0884, -0.7899, -0.2910)
H (4.1856, -2.4051, -0.8323)
H (2.8590, -1.8878, 0.1387)
H (5.7270, -3.2492, 2.3863)
C (-3.4163, 0.6572, 4.1352)
N (-4.6219, 0.0666, 3.4860)
C (-5.5693, 1.0236, 2.9626)
C (-4.6756, -1.2365, 3.0757)
O (-3.7532, -2.0477, 3.3085)
H (-2.6457, -0.1178, 4.2734)
H (-3.5732, 1.1322, 5.1233)
H (-3.0025, 1.4419, 3.4706)
H (-6.1600, 0.5711, 2.1437)
H (-6.2433, 1.3971, 3.7365)
H (-5.0925, 1.8827, 2.4773)
H (-5.6170, -1.4609, 2.5854)
C (-0.3766, -4.3990, -3.6535)
N (0.7853, -3.9306, -2.8787)
C (0.7147, -4.0918, -1.4355)
C (1.8599, -3.2997, -3.4384)
O (2.8495, -2.9155, -2.8013)
H (-0.6676, -5.4250, -3.4172)
H (-0.1962, -4.3536, -4.7471)
H (-1.1790, -3.7094, -3.4384)
H (1.4973, -3.5402, -0.9154)
H (-0.2766, -3.7569, -1.0825)
H (0.7165, -5.1650, -1.1746)
H (1.7634, -3.1952, -4.5443)

The net charge is 0. Its SMILES is Fc1ccccc1.Fc1ccccc1.Fc1ccccc1.CN(C)C=O.CN(C)C=O.CN(C)C=O.CN(C)C=O.CN(C)C=O.CN(C)C=O.CN(C)C=O. The value obtained for the energy above the lowest of the compared OMol25 structures with the same formula, charge and spin is 0.0 kcal/mol.

Löwdin atomic charge list, values in e, 99 entries:
1 F 0.04
2 C -0.29
3 C -0.01
4 C -0.06
5 C -0.12
6 C -0.09
7 C -0.01
8 H 0.09
9 H 0.10
10 H 0.10
11 H 0.12
12 H 0.12
13 F 0.01
14 C -0.25
15 C -0.02
16 C -0.09
17 C -0.10
18 C -0.06
19 C -0.02
20 H 0.09
21 H 0.11
22 H 0.10
23 H 0.10
24 H 0.11
25 F 0.04
26 C -0.29
27 C 0.00
28 C -0.06
29 C -0.10
30 C -0.09
31 C -0.01
32 H 0.10
33 H 0.12
34 H 0.09
35 H 0.09
36 H 0.09
37 C -0.05
38 N -0.19
39 C -0.06
40 C -0.30
41 O -0.02
42 H 0.07
43 H 0.06
44 H 0.10
45 H 0.08
46 H 0.09
47 H 0.10
48 H 0.12
49 C -0.03
50 N -0.16
51 C -0.05
52 C -0.37
53 O 0.02
54 H 0.06
55 H 0.08
56 H 0.09
57 H 0.08
58 H 0.08
59 H 0.04
60 H 0.13
61 C -0.07
62 N -0.20
63 C -0.02
64 C -0.34
65 O -0.02
66 H 0.08
67 H 0.08
68 H 0.10
69 H 0.08
70 H 0.08
71 H 0.09
72 H 0.12
73 C -0.05
74 N -0.18
75 C -0.04
76 C -0.33
77 O 0.00
78 H 0.09
79 H 0.09
80 H 0.09
81 H 0.08
82 H 0.09
83 H 0.09
84 H 0.12
85 C -0.06
86 N -0.18
87 C -0.04
88 C -0.33
89 O -0.01
90 H 0.09
91 H 0.07
92 H 0.07
93 H 0.08
94 H 0.07
95 H 0.07
96 H 0.12
97 C -0.03
98 N -0.18
99 C -0.08

***

HOMO-LUMO gap
In order: 6.09 9.14
Unit: eV